[1]
One molecule with the formula C3H4N2O2 at a distorted geometry, computed with wB97M-V/def2-TZVPD.

## Properties
**Calculated total energy**: -376.57438 Eh
**Structure (SMILES)**: OCc1ncon1
**ΔE to the lowest compared entry with this formula, charge and spin**: 118.9 kcal/mol
**HOMO-LUMO gap**: 11.416 eV

Element x y z (Å)
C 0.81 1.07 1.53
H 1.25 1.78 2.31
C -0.19 0.02 -0.11
C -1.16 -1.03 -0.49
H -1.12 -1.22 -2.41
O -1.04 -1.93 -1.72
H -2.42 -1.07 -0.10
H -0.85 -1.81 0.30
N -0.23 0.28 1.40
O 1.38 1.36 0.40
N 0.75 0.64 -0.71

=====

[2]
One molecule with the formula C3H4N2O2 at a distorted geometry, computed with wB97M-V/def2-TZVPD.

## Properties
**Calculated total energy**: -376.60874 Eh
**Structure (SMILES)**: C=NN(C=O)C=O
**ΔE to the lowest compared entry with this formula, charge and spin**: 97.3 kcal/mol
**HOMO-LUMO gap**: 9.810 eV

Element x y z (Å)
N 0.77 -0.75 -0.56
H 1.78 -0.49 -2.25
O 0.58 -1.79 2.00
N -0.20 -0.39 0.25
C -0.23 -0.86 1.66
C 1.14 0.02 -1.53
C -0.89 0.85 0.00
H 0.58 1.04 -1.74
O -0.74 1.70 -0.87
H -0.99 -0.37 2.34
H -1.80 1.04 0.71

=====

[3]
One molecule with the formula C3H4N2O2 at a distorted geometry, computed with wB97M-V/def2-TZVPD.

## Properties
**Calculated total energy**: -376.75564 Eh
**Structure (SMILES)**: O=C1CNC(=O)N1
**ΔE to the lowest compared entry with this formula, charge and spin**: 5.1 kcal/mol
**HOMO-LUMO gap**: 10.876 eV

Element x y z (Å)
H -1.28 0.82 -1.72
C -0.31 -0.87 -0.92
O -0.63 -1.75 -1.69
H 1.65 0.57 1.06
O -0.44 2.35 0.38
N 0.51 -1.00 0.16
H 0.63 -1.99 0.60
H 0.16 0.04 1.98
C -0.20 1.19 0.13
C 0.62 0.19 0.97
N -0.71 0.46 -0.96

=====

[4]
One molecule with the formula C3H4N2O2 at a distorted geometry, computed with wB97M-V/def2-TZVPD.

## Properties
**Calculated total energy**: -376.57596 Eh
**Structure (SMILES)**: O=c1cc[nH]n1O
**ΔE to the lowest compared entry with this formula, charge and spin**: 117.9 kcal/mol
**HOMO-LUMO gap**: 9.408 eV

Element x y z (Å)
C -1.42 0.08 0.09
O 1.73 1.50 -0.18
H -1.13 2.09 0.65
C -0.72 1.18 0.21
H -0.72 -1.83 -0.73
H 2.50 -0.91 0.36
N -0.60 -0.98 -0.24
H -2.44 -0.10 -0.01
N 0.69 -0.47 -0.40
C 0.67 0.86 -0.12
O 1.45 -1.41 0.37

=====

[5]
C3H4N2O2 as an isolated structure, computed with wB97M-V/def2-TZVPD.

## Properties
**Calculated total energy**: -376.60836 Eh
**ΔE to the lowest compared entry with this formula, charge and spin**: 97.5 kcal/mol
**HOMO-LUMO gap**: 10.265 eV

Element x y z (Å)
C 1.78 -0.55 -0.13
O 1.68 -0.90 1.03
C -1.52 -0.46 0.11
H -2.24 0.10 0.71
C 0.04 1.53 0.03
O 0.26 2.66 0.23
H -1.95 -0.68 -0.88
H -1.24 -1.38 0.62
N 0.84 0.09 -0.91
H 2.69 -0.74 -0.74
N -0.34 0.35 -0.08

=====

[6]
One molecule with the formula C3H4N2O2 at a distorted geometry, computed with wB97M-V/def2-TZVPD.

## Properties
**Calculated total energy**: -376.59237 Eh
**ΔE to the lowest compared entry with this formula, charge and spin**: 107.6 kcal/mol
**HOMO-LUMO gap**: 8.828 eV

Element x y z (Å)
H -0.61 -0.76 -2.86
C 0.78 -0.75 0.60
H 0.56 2.04 1.13
H -1.17 1.54 1.10
N -0.23 0.39 -1.24
O 1.30 -1.69 1.00
N 0.11 0.22 0.11
H 0.33 0.55 1.96
O -0.48 -1.91 -1.18
C -0.47 -0.83 -1.77
C -0.12 1.20 1.15

=====

[7]
One molecule with the formula C3H4N2O2 at a distorted geometry, computed with wB97M-V/def2-TZVPD.

## Properties
**Calculated total energy**: -376.55045 Eh
**Structure (SMILES)**: C[C@@H](C#N)[N+](=O)[O-]
**ΔE to the lowest compared entry with this formula, charge and spin**: 133.9 kcal/mol
**HOMO-LUMO gap**: 11.244 eV

Element x y z (Å)
C 0.07 -0.25 0.43
N -2.05 0.35 1.73
C -1.18 0.00 1.07
H 1.01 -0.44 1.10
H -0.11 1.83 -0.43
N -0.14 -1.41 -0.47
H 1.58 1.38 -0.04
C 0.63 1.14 -0.39
O -0.47 -1.16 -1.60
H 0.75 1.06 -1.44
O -0.08 -2.51 0.05

=====

[8]
C3H4N2O2 as an isolated structure at a distorted geometry, computed with wB97M-V/def2-TZVPD.

## Properties
**Calculated total energy**: -376.62193 Eh
**ΔE to the lowest compared entry with this formula, charge and spin**: 89.0 kcal/mol
**HOMO-LUMO gap**: 9.072 eV

Element x y z (Å)
H 1.37 -1.54 -0.41
C -0.64 -1.00 0.16
O -2.41 1.18 -0.08
C 0.74 0.37 -0.18
N 0.60 -0.91 -0.60
H -0.54 -1.26 1.21
O 1.85 0.70 0.48
N -0.10 1.39 -0.57
H -1.44 -1.52 -0.36
H 1.85 1.66 0.61
C -1.28 0.93 -0.28

=====

[9]
C3H4N2O2S as an isolated structure at a distorted geometry, computed with wB97M-V/def2-TZVPD.

## Properties
**Calculated total energy**: -774.71225 Eh
**ΔE to the lowest compared entry with this formula, charge and spin**: 134.6 kcal/mol
**HOMO-LUMO gap**: 8.213 eV

Element x y z (Å)
S 2.61 -0.59 -0.06
H -0.87 1.80 -0.05
N -2.30 0.18 0.01
H -1.55 -1.72 0.42
C -1.33 -0.62 0.13
H -4.21 0.75 -0.07
N 0.07 -0.10 0.16
H 0.58 -2.19 -0.18
O -3.71 -0.36 -0.15
O 1.28 1.86 -0.04
C 0.97 -1.06 0.00
C 0.26 1.38 0.08

=====

[10]
One molecule with the formula C3H4N2O2S at a distorted geometry, computed with wB97M-V/def2-TZVPD.

## Properties
**Calculated total energy**: -774.85825 Eh
**Structure (SMILES)**: O=C1NCC(=S)NO1
**ΔE to the lowest compared entry with this formula, charge and spin**: 43.0 kcal/mol
**HOMO-LUMO gap**: 9.287 eV

Element x y z (Å)
O -0.84 -1.40 0.25
H 0.97 1.81 -0.18
H 0.45 1.13 1.41
S 2.90 -0.33 -0.16
H -1.37 1.64 -0.58
C -1.60 -0.31 -0.08
N 0.50 -1.36 -0.15
H 0.90 -2.29 -0.27
O -2.80 -0.42 -0.19
C 1.27 -0.27 0.01
C 0.46 0.96 0.28
N -0.87 0.83 -0.31

=====

[11]
One molecule with the formula C3H4N2O3 at a distorted geometry, computed with wB97M-V/def2-TZVPD.

## Properties
**Calculated total energy**: -451.76238 Eh
**ΔE to the lowest compared entry with this formula, charge and spin**: 136.4 kcal/mol
**HOMO-LUMO gap (spin up / spin down)**: 7.370 / 6.357 eV

Element x y z (Å)
C -0.54 -0.04 0.41
H -1.08 1.59 1.39
O -0.52 -1.39 -2.81
H 0.97 1.40 0.93
H 2.14 -0.88 -2.27
N 1.70 -0.20 -0.35
O -1.03 -1.21 -0.06
N 1.34 -0.82 -1.46
O -1.54 0.76 0.96
C 0.73 0.35 0.44
C 0.15 -0.96 -1.97
H -1.98 -1.11 0.01

=====

[12]
C3H4N2O3 as an isolated structure at a distorted geometry, computed with wB97M-V/def2-TZVPD.

## Properties
**Calculated total energy**: -451.79113 Eh
**ΔE to the lowest compared entry with this formula, charge and spin**: 118.4 kcal/mol
**HOMO-LUMO gap**: 7.141 eV

Element x y z (Å)
H -1.74 2.39 -0.27
O 0.63 -1.14 -0.08
H 1.08 2.21 -0.19
C -0.60 -0.68 -0.11
C -0.66 0.61 -0.05
N 0.53 1.18 -0.25
O -1.68 -1.53 -0.04
O -1.83 1.26 0.24
C 1.35 0.05 -0.07
H 3.12 -0.93 0.29
N 2.68 0.06 0.24
H -2.44 -0.98 0.57

=====

[13]
One molecule with the formula C3H4N2O3 at a distorted geometry, computed with wB97M-V/def2-TZVPD.

## Properties
**Calculated total energy**: -451.80557 Eh
**Structure (SMILES)**: [H]/N=C(/C=O)N(O)C=O
**ΔE to the lowest compared entry with this formula, charge and spin**: 109.3 kcal/mol
**HOMO-LUMO gap**: 9.928 eV

Element x y z (Å)
O -0.25 -1.56 -0.51
O -2.87 -0.26 0.21
O 2.31 -0.94 0.55
C 1.98 0.00 -0.08
C -1.90 0.43 0.15
H -0.06 2.77 -0.09
H 2.89 0.61 -0.78
C 0.63 0.68 -0.11
H -1.82 1.40 0.59
N 0.76 1.96 -0.10
N -0.56 -0.17 -0.17
H -0.08 -1.92 0.33

=====

[14]
One molecule with the formula C3H4N2O3 at a distorted geometry, computed with wB97M-V/def2-TZVPD.

## Properties
**Calculated total energy**: -451.87869 Eh
**Structure (SMILES)**: Nc1c(O)noc1O
**ΔE to the lowest compared entry with this formula, charge and spin**: 63.4 kcal/mol
**HOMO-LUMO gap**: 9.794 eV

Element x y z (Å)
N -0.52 -1.94 0.10
H -2.68 -1.15 -0.39
H 2.74 0.58 -0.45
O 2.52 -0.34 -0.15
O 0.87 -1.76 0.15
N -0.06 1.66 0.09
H -0.69 2.15 -0.55
C 1.20 -0.44 0.07
C -0.90 -0.75 0.10
O -2.16 -0.38 -0.16
C 0.06 0.28 0.18
H -0.38 2.09 1.02

=====

[15]
A 2-piece molecular cluster, C3H4N2O3 overall, computed with wB97M-V/def2-TZVPD.

## Properties
**Calculated total energy**: -451.76483 Eh
**ΔE to the lowest compared entry with this formula, charge and spin**: 134.9 kcal/mol
**HOMO-LUMO gap (spin up / spin down)**: 9.794 / 6.333 eV

Element x y z (Å)
O -0.37 0.68 1.64
H 0.94 -0.90 0.22
O -3.94 -0.21 0.62
O -2.70 -1.36 -0.80
N -1.91 2.40 -0.88
C -1.29 1.58 -0.35
H -0.48 -1.08 -0.86
N -2.96 -0.50 0.00
C 0.25 -0.38 -0.44
H -0.98 1.30 2.04
C -0.47 0.66 0.30
H 0.79 0.05 -1.29

=====

[16]
One molecule with the formula C3H4N2O4 at a distorted geometry, computed with wB97M-V/def2-TZVPD.

## Properties
**Calculated total energy**: -527.11035 Eh
**Structure (SMILES)**: [H]/N=C(\C(=O)O)C(=O)NO
**ΔE to the lowest compared entry with this formula, charge and spin**: 75.9 kcal/mol
**HOMO-LUMO gap (spin up / spin down)**: 8.878 / 8.879 eV

Element x y z (Å)
O -0.18 -1.91 1.07
C -1.57 0.55 -0.08
H 2.20 0.72 -0.03
C -0.09 0.42 0.23
H 1.75 -1.92 -0.71
N 0.64 1.42 0.51
H -3.02 -0.45 -0.81
H 0.16 2.32 0.45
N 1.51 -1.04 -0.28
O -2.23 1.48 0.29
C 0.37 -0.98 0.58
O -2.05 -0.51 -0.72
O 2.51 -0.10 -0.50

=====

[17]
An isolated ion of composition C3H4N2O4P and charge -1 at a distorted geometry, computed with wB97M-V/def2-TZVPD.

## Properties
**Charge**: -1
**Calculated total energy**: -868.65884 Eh
**Structure (SMILES)**: N[P@@](=O)([O-])Oc1ccon1
**ΔE to the lowest compared entry with this formula, charge and spin**: 0.0 kcal/mol
**HOMO-LUMO gap**: 8.816 eV

Element x y z (Å)
H 2.37 1.66 0.82
C -2.72 -1.00 -0.10
O 1.29 -0.77 1.35
H 2.31 1.65 -0.87
O 1.45 -0.93 -1.25
H -0.48 -1.44 0.04
C -1.38 -0.89 0.03
P 1.55 -0.16 0.00
O -3.33 0.20 0.04
N -2.36 1.18 -0.03
C -1.18 0.54 0.02
O -0.03 1.14 -0.03
N 2.58 1.18 -0.03
H -3.40 -1.91 -0.24

=====

[18]
One molecule with the formula C3H4N2O4S at a distorted geometry, computed with wB97M-V/def2-TZVPD.

## Properties
**Calculated total energy**: -925.18330 Eh
**ΔE to the lowest compared entry with this formula, charge and spin**: 85.3 kcal/mol
**HOMO-LUMO gap (spin up / spin down)**: 9.498 / 9.498 eV

Element x y z (Å)
C 1.15 1.21 -0.30
N 1.68 0.62 -1.49
H -1.83 -1.02 0.15
C -0.76 -0.94 -0.01
H -0.53 -0.96 -1.07
O 0.27 0.47 2.00
N 2.88 2.44 -1.01
O 1.38 -0.36 -2.12
C 1.96 2.33 -0.09
O -1.28 1.62 0.48
H -0.24 -1.73 0.51
S -0.25 0.64 0.68
H 1.89 3.06 0.69
O 2.74 1.43 -1.86

=====

[19]
One molecule with the formula C3H4N2OS at a distorted geometry, computed with wB97M-V/def2-TZVPD.

## Properties
**Calculated total energy**: -699.63089 Eh
**Structure (SMILES)**: [H]/N=c1/[nH]cc(S)o1
**ΔE to the lowest compared entry with this formula, charge and spin**: 25.9 kcal/mol
**HOMO-LUMO gap**: 8.343 eV

Element x y z (Å)
N -1.32 1.12 0.00
S 2.30 -0.40 0.00
C 0.65 0.17 0.00
C -1.55 -0.24 -0.01
H 2.83 0.85 -0.01
H -2.55 -1.82 -0.01
O -0.30 -0.82 0.00
N -2.68 -0.82 0.01
H -2.08 1.77 0.02
H 0.50 2.40 0.01
C 0.05 1.37 0.00

=====

[20]
C3H4N2OS as an isolated structure at a distorted geometry, computed with wB97M-V/def2-TZVPD.

## Properties
**Calculated total energy**: -699.55403 Eh
**ΔE to the lowest compared entry with this formula, charge and spin**: 74.1 kcal/mol
**HOMO-LUMO gap**: 7.413 eV

Element x y z (Å)
H 0.06 -0.05 -2.02
S 0.07 -1.58 1.17
C -0.17 0.91 0.15
C 0.19 1.16 1.59
H -1.16 -1.31 -1.48
H 0.50 2.04 1.98
H 0.61 -1.74 -1.52
C -0.21 -0.90 -1.44
N 0.50 0.25 2.40
N -0.11 -0.47 -0.06
O -0.30 1.69 -0.77